The following is a DFT calculation (ωB97M-V/def2-TZVPD) of C5H7N3O as an isolated structure in a non-equilibrium geometry.

XYZ file:
```
16
Properties=species:S:1:pos:R:3:forces:R:3:lowdin_charge:R:1
O 1.211 1.378 -2.925 -2.9248 -4.0509 1.7685 -0.2151
N 0.078 0.113 1.976 0.1563 0.4484 -0.0519 0.0708
N -0.606 -0.834 -2.436 -1.0149 -0.0308 2.3515 0.1114
N 0.850 1.226 0.005 0.9242 1.1348 -3.2591 0.0825
C -0.766 -0.682 0.066 -0.1813 -0.3937 1.6922 -0.2057
C -0.910 -0.923 -1.290 2.4902 1.3216 -3.1897 -0.1294
C -0.616 -1.051 2.290 -0.3331 -0.6098 0.1825 -0.1347
C -1.139 -1.577 1.153 0.5298 0.3486 0.1221 -0.0608
C 0.072 0.341 0.633 -0.5322 -1.4283 -1.0775 -0.3502
H 0.486 0.741 2.656 -0.0468 -0.2561 -0.2571 0.1556
H 0.485 0.278 -2.871 2.1330 2.9486 -0.3086 0.1770
H 0.425 1.935 -2.883 -0.0534 0.5687 -0.4325 0.0094
H 1.484 1.748 0.599 -0.1694 -0.1026 -0.2968 0.0736
H 1.106 1.320 -1.322 -0.6740 -0.5470 3.0331 0.2016
H -0.601 -1.441 3.304 -0.0973 0.2078 -0.3381 0.1081
H -1.560 -2.571 1.045 -0.2062 0.4407 0.0614 0.1059
```
Forces are in eV/Å.

Properties
orbital gap: 8.04 eV
highest occupied orbital energy: -0.27738 Ha

=====

The following is a DFT calculation (ωB97M-V/def2-TZVPD) of C11H14BFIMnN3O2S as an isolated structure.

XYZ file:
```
35
Properties=species:S:1:pos:R:3:forces:R:3:mulliken_spin:R:1
I -1.405 -1.534 -3.492 -0.0712 -0.0365 -0.1226 0.0117
Mn -0.570 -1.387 -1.060 0.4038 0.0935 -0.3324 0.9991
S -3.899 1.570 -0.278 -0.1996 0.2156 0.0109 0.0001
F -0.059 -3.079 -0.719 -0.1922 0.1904 0.2742 -0.0001
O 1.887 -1.830 2.155 -0.0637 0.1299 -0.2450 -0.0002
O 0.917 -0.816 0.340 -0.0754 -0.1350 0.0952 -0.0032
N -1.393 1.220 -0.063 -0.2538 -0.2902 -0.0509 0.0058
N -3.948 -1.023 -1.048 -0.0355 -0.0751 0.0155 0.0002
N -1.922 0.016 -0.496 0.2927 0.0351 0.2717 -0.0147
C 2.823 -1.699 1.144 -0.0577 -0.1911 0.4490 -0.0022
C 2.928 -0.876 -1.121 0.2041 -0.0029 -0.1027 0.0011
C -2.290 2.125 0.081 0.1770 0.1421 0.0116 -0.0019
C 4.133 -2.104 1.147 0.1750 0.0159 -0.0996 -0.0009
C 4.266 -1.278 -1.137 -0.0700 0.0092 0.0416 -0.0010
C -3.221 0.043 -0.662 0.0694 -0.0698 -0.0428 -0.0017
C -1.533 4.373 -0.747 0.0070 -0.0359 -0.0581 0.0000
C 2.252 -1.104 0.047 -0.4303 0.1436 -0.1162 -0.0065
C 4.854 -1.876 -0.027 -0.0648 -0.0008 0.0437 0.0000
C -0.663 -1.323 2.358 -0.2372 0.0155 0.1713 0.0021
C -1.987 3.546 0.456 -0.0701 -0.0879 0.0313 0.0002
B 0.702 -1.328 1.649 0.4634 -0.0709 -0.2177 0.0053
H -2.309 4.416 -1.513 -0.0036 -0.0150 0.0156 0.0000
H -1.330 -2.032 1.859 -0.0013 0.0020 -0.0005 0.0014
H 2.446 -0.429 -1.979 0.0112 0.0035 -0.0117 0.0036
H 4.572 -2.581 2.012 0.0031 0.0063 -0.0158 -0.0001
H -4.852 -0.840 -1.452 -0.0240 0.0064 0.0159 0.0004
H -1.136 -0.341 2.306 0.0066 -0.0180 0.0069 0.0013
H -1.206 3.520 1.216 0.0253 0.0055 -0.0031 -0.0001
H -2.870 3.995 0.914 0.0008 -0.0033 0.0185 0.0000
H -3.413 -1.731 -1.544 0.0321 -0.0095 -0.0463 0.0004
H -0.571 -1.626 3.401 -0.0009 0.0257 -0.0249 0.0003
H -0.643 3.931 -1.194 -0.0052 0.0123 0.0035 0.0000
H -1.300 5.393 -0.445 -0.0028 -0.0180 0.0207 0.0000
H 5.890 -2.183 -0.076 -0.0083 0.0108 -0.0075 0.0000
H 4.851 -1.128 -2.034 -0.0036 -0.0032 0.0006 0.0000
```
Forces are in eV/Å.

Properties
2S+1: 2
orbital gap (spin up / spin down): 8.25 / 8.03 eV
highest occupied orbital energy (spin up / spin down): -0.29628 / -0.28847 Ha

=====

The following is a DFT calculation (ωB97M-V/def2-TZVPD) of one molecule with the formula C3H8O3 in a non-equilibrium geometry.

XYZ file:
```
14
Properties=species:S:1:pos:R:3:forces:R:3:lowdin_charge:R:1
O -0.600 -1.673 -0.704 0.1971 1.7132 -1.0097 -0.0937
O 1.196 0.091 -1.533 -0.1254 0.0728 1.7305 -0.0699
O -0.466 1.104 1.690 1.3644 0.3096 1.0363 -0.0169
C -0.441 0.574 0.414 0.0549 -1.6555 -1.8570 -0.4146
C 0.973 0.754 -0.248 0.2693 1.0270 0.2957 -0.1424
C -0.813 -0.892 0.478 -1.0488 -2.1531 0.4995 -0.2344
H -1.894 -1.007 0.795 0.9274 0.3690 -0.4343 0.1355
H -1.271 1.008 -0.184 0.8161 0.4539 0.2055 0.1637
H 0.983 0.694 -2.226 -0.1840 0.7636 -0.7185 0.0829
H -0.273 -1.453 1.254 0.2792 0.5949 0.2701 0.1197
H 1.075 1.866 -0.347 0.3161 -0.8799 -0.0771 0.1319
H -0.134 -1.065 -1.357 -0.5807 -1.3341 1.0673 0.0706
H 0.360 0.770 2.123 -1.1393 0.4623 -0.1854 0.1209
H 1.798 0.396 0.453 -1.1466 0.2563 -0.8230 0.1466
```
Forces are in eV/Å.

Properties
orbital gap: 10.33 eV
highest occupied orbital energy: -0.35697 Ha
structure (SMILES): OCC(O)CO

=====

The following is a DFT calculation (ωB97M-V/def2-TZVPD) of C31H25N4O3S2Ti as an isolated structure.

XYZ file:
```
66
Properties=species:S:1:pos:R:3:forces:R:3:mulliken_spin:R:1
Ti 1.016 0.027 0.574 0.3936 0.2731 0.0266 0.9774
S -1.148 4.222 -0.487 -0.0608 0.1561 -0.0504 0.0001
S 0.892 2.130 -0.727 0.0056 -0.1382 0.0536 -0.0162
O 4.559 -0.648 2.329 -0.0508 0.1022 -0.0757 -0.0021
O 2.569 0.244 1.783 -0.0514 -0.1090 0.0061 0.0002
O 0.299 -1.470 1.587 -0.0830 0.1074 -0.1200 0.0236
N 2.892 -0.446 -0.745 -0.1343 0.1029 0.1669 0.0080
N -0.215 1.246 1.859 0.1296 -0.3754 -0.0689 -0.0174
N -0.280 -1.047 -0.940 -0.1065 0.0363 -0.0334 -0.0436
N -0.791 2.422 1.390 -0.2115 0.1195 0.0361 -0.0059
C -4.279 0.611 -0.312 -0.0568 0.0742 0.0332 0.0004
C -4.813 0.709 -1.589 -0.0546 0.0723 0.0719 0.0001
C 4.476 -1.164 -4.018 -0.0152 0.0072 -0.0283 -0.0001
C 0.000 -0.440 5.080 0.0093 0.0067 0.0199 0.0024
C 0.551 -2.676 3.572 0.0447 -0.0210 -0.0288 -0.0055
C -0.372 2.818 0.244 0.0274 -0.0775 0.0937 0.0023
C 5.386 -1.239 -1.718 0.0175 -0.0023 -0.0137 0.0000
C 5.194 -1.030 -0.389 0.0540 -0.0313 0.0690 0.0004
C -2.072 -1.136 -2.509 -0.0153 -0.0440 -0.1091 -0.0025
C 2.212 -0.434 -4.342 -0.0188 0.0129 -0.0003 -0.0017
C 4.324 -1.010 -2.621 -0.0994 0.0165 0.0459 0.0011
C 0.274 -1.469 2.909 0.0757 -0.0318 -0.0199 0.0051
C 3.440 -0.890 -4.863 0.0306 -0.0143 0.0056 0.0002
C -0.488 0.937 3.093 -0.0830 0.2418 -0.1835 0.0139
C -4.735 1.915 -2.274 0.0074 0.0007 0.0119 -0.0001
C -3.567 2.920 -0.412 -0.0053 -0.0074 0.0776 0.0009
C -1.735 -2.438 -2.840 0.0197 0.0224 0.0248 0.0060
C 0.325 -1.615 5.714 0.0137 -0.0375 -0.0069 -0.0015
C -0.046 -0.327 3.678 0.0503 -0.0706 0.0640 0.0143
C -4.119 3.010 -1.687 0.0509 -0.0362 -0.0302 -0.0003
C 3.078 -0.590 -2.098 0.0517 -0.0740 -0.0654 0.0029
C -2.840 4.099 0.182 0.0527 -0.1199 -0.0193 -0.0004
C 3.700 -0.336 1.532 0.0106 -0.0198 0.1512 -0.0034
C -0.666 -3.038 -2.193 0.0155 -0.0159 0.0282 -0.0034
C 0.587 -2.750 4.944 -0.0169 0.0545 0.0093 0.0010
C 2.030 -0.287 -2.996 -0.0445 0.0158 0.0211 0.0088
C 0.025 -2.312 -1.241 -0.0277 -0.0420 0.0248 0.0214
C 3.923 -0.621 0.054 -0.0253 -0.0691 -0.0697 0.0014
C -1.315 -0.472 -1.560 0.0613 0.0506 0.0446 0.0282
C -3.663 1.711 0.274 -0.1002 0.0317 -0.0895 0.0007
C -1.290 1.878 3.952 -0.0019 -0.0426 -0.0311 0.0013
H -2.005 2.420 3.344 -0.0126 0.0301 -0.0356 -0.0001
H -1.805 1.348 4.748 0.0154 0.0083 -0.0313 0.0003
H 1.406 -0.181 -5.019 -0.0071 0.0021 0.0005 0.0001
H 1.103 0.104 -2.604 0.0193 -0.0148 -0.0156 -0.0009
H -0.203 0.433 5.686 0.0153 -0.0105 -0.0210 0.0001
H 0.767 -3.538 2.955 -0.0033 -0.0070 0.0096 -0.0002
H -4.049 3.944 -2.231 0.0010 0.0060 -0.0072 0.0000
H -4.345 -0.321 0.236 0.0175 -0.0088 0.0002 0.0001
H -1.529 0.555 -1.287 -0.0060 -0.0460 -0.0413 -0.0201
H -3.246 1.632 1.266 0.0415 -0.0092 0.0861 -0.0017
H -5.159 2.004 -3.265 -0.0103 0.0057 -0.0112 0.0000
H 0.373 -1.656 6.793 0.0019 -0.0053 0.0040 -0.0001
H -0.624 2.623 4.396 0.0061 -0.0022 0.0045 0.0003
H 0.828 -3.689 5.425 0.0035 -0.0048 0.0021 0.0000
H 5.965 -1.167 0.355 0.0073 0.0029 -0.0003 0.0000
H -2.907 -0.632 -2.974 0.0545 0.0029 0.0244 -0.0005
H -5.301 -0.145 -2.042 -0.0100 -0.0114 -0.0030 0.0000
H 6.346 -1.560 -2.104 0.0031 -0.0046 0.0087 0.0000
H -3.315 5.037 -0.108 0.0164 -0.0058 -0.0110 0.0001
H -2.300 -2.980 -3.586 0.0014 -0.0004 -0.0074 0.0006
H 0.848 -2.749 -0.687 -0.0280 0.0018 -0.0312 0.0041
H 3.562 -1.004 -5.932 0.0021 -0.0014 -0.0034 0.0000
H 5.434 -1.493 -4.402 0.0107 -0.0047 0.0011 0.0000
H -0.372 -4.054 -2.414 0.0093 -0.0064 0.0085 0.0001
H -2.792 4.056 1.266 -0.0077 -0.0414 0.0280 -0.0001
```
Forces are in eV/Å.

Properties
2S+1: 2
orbital gap (spin up / spin down): 7.10 / 7.32 eV
highest occupied orbital energy (spin up / spin down): -0.27850 / -0.28581 Ha